w) Computed, not measured: a cluster of 2 separate species, C3H11NOS2 in total, with ωB97M-V with the def2-TZVPD basis set.

## Properties
* E_LUMO: 0.51 eV
* SMILES: CNCCSS.O
* HOMO level: -8.85 eV

Structure (ORCA input):
```
! RIJCOSX wB97M-V def2-TZVPD def2/J DEFGRID3
* xyz 0 1
C -2.29 1.28 0.56
N -1.49 0.12 0.94
C -0.98 -0.69 -0.13
C 0.18 -1.57 0.31
S 1.64 -0.58 0.82
S 3.13 -1.28 -0.45
H -2.14 1.51 -0.49
H -3.36 1.10 0.74
H -1.94 2.16 1.10
H -0.81 0.38 1.65
H -0.71 -0.12 -1.04
H -1.77 -1.38 -0.48
H -0.14 -2.21 1.12
H 0.52 -2.17 -0.52
H 3.51 -2.26 0.38
O 2.53 1.70 -1.64
H 2.41 2.65 -1.56
H 1.70 1.35 -1.31
*
```

---

x) Computed, not measured: a cluster of 2 separate species, C3H11NOS2 in total, with ωB97M-V with the def2-TZVPD basis set.

## Properties
* E_LUMO: 0.42 eV
* SMILES: NCCCSS.O
* HOMO level: -8.76 eV

Structure (ORCA input):
```
! RIJCOSX wB97M-V def2-TZVPD def2/J DEFGRID3
* xyz 0 1
N -1.12 2.78 0.34
C 0.08 1.90 0.58
C -0.23 0.47 0.75
C 0.49 -0.48 -0.17
S 2.17 -0.88 0.37
S 3.35 -0.72 -1.36
H -0.79 3.63 0.00
H -1.49 2.99 1.20
H 0.69 1.93 -0.26
H 0.61 2.44 1.36
H -0.14 0.23 1.77
H -1.35 0.31 0.69
H 0.18 -1.50 -0.04
H 0.23 -0.17 -1.16
H 2.69 -1.59 -2.16
O -1.57 -4.10 -0.72
H -2.55 -4.02 -0.60
H -1.24 -3.23 -0.60
*
```

---

What should be chosen as the most stable of them? Choose w).

---

w) Computed, not measured: an isolated molecule of C3H6N2O2, with ωB97M-V with the def2-TZVPD basis set.

## Properties
* E_LUMO: 0.76 eV
* SMILES: NCC(=O)NC=O
* HOMO level: -9.01 eV

Structure (ORCA input):
```
! RIJCOSX wB97M-V def2-TZVPD def2/J DEFGRID3
* xyz 0 1
N -1.71 -0.90 -0.73
C -0.68 -0.79 0.24
C -0.33 0.69 0.13
O -1.19 1.54 0.19
N 0.96 1.00 -0.32
C 2.01 0.45 0.41
O 1.94 -0.54 1.10
H -2.48 -0.29 -0.57
H -1.78 -1.70 -1.33
H 0.16 -1.41 -0.07
H -0.85 -1.08 1.30
H 1.03 1.95 -0.68
H 2.91 1.07 0.32
*
```

---

x) Computed, not measured: a cluster of 2 separate species, C3H6N2O2 in total, with ωB97M-V with the def2-TZVPD basis set.

## Properties
* E_LUMO: 0.75 eV
* SMILES: C#[N+][O-].C=C(N)O
* HOMO level: -7.87 eV

Structure (ORCA input):
```
! RIJCOSX wB97M-V def2-TZVPD def2/J DEFGRID3
* xyz 0 1
C 2.49 -0.48 0.39
N 2.21 0.37 -0.35
O 1.80 1.33 -0.91
H 2.91 -1.46 0.54
C -0.88 -0.52 1.12
C -1.22 0.03 -0.08
N -0.90 1.33 -0.46
O -1.79 -0.61 -1.12
H -1.04 -1.55 1.22
H -0.52 0.06 1.90
H -0.16 1.65 0.10
H -0.69 1.29 -1.54
H -2.21 -1.45 -0.79
*
```

---

y) Computed, not measured: an isolated molecule of C3H6N2O2, with ωB97M-V with the def2-TZVPD basis set.

## Properties
* E_LUMO: 0.63 eV
* SMILES: N/C=C(/N)C(=O)O
* HOMO level: -7.99 eV

Structure (ORCA input):
```
! RIJCOSX wB97M-V def2-TZVPD def2/J DEFGRID3
* xyz 0 1
N -1.78 -0.23 -0.59
C -0.88 0.42 0.24
C 0.44 0.23 0.38
N 1.24 1.02 1.19
C 1.14 -0.87 -0.38
O 2.33 -0.81 -0.66
O 0.35 -1.93 -0.68
H -2.66 0.29 -0.69
H -1.40 -0.42 -1.52
H -1.37 1.18 0.84
H 2.22 0.95 0.90
H 0.92 1.98 1.26
H -0.55 -1.81 -0.30
*
```

---

z) Computed, not measured: an isolated molecule of C3H6N2O2, with ωB97M-V with the def2-TZVPD basis set.

## Properties
* E_LUMO: 0.87 eV
* SMILES: C/C(=N/N)OC=O
* HOMO level: -9.43 eV

Structure (ORCA input):
```
! RIJCOSX wB97M-V def2-TZVPD def2/J DEFGRID3
* xyz 0 1
C -0.79 1.10 0.46
C -0.09 -0.21 0.14
N -0.52 -1.38 0.12
N 0.30 -2.34 -0.43
O 1.04 0.22 -0.66
C 2.30 0.59 -0.42
O 2.91 0.54 0.58
H -0.06 1.62 1.14
H -1.69 0.92 1.03
H -0.96 1.65 -0.51
H 1.25 -1.96 -0.51
H 0.35 -3.23 0.16
H 2.73 0.90 -1.44
*
```

---

What should be chosen as the most stable of them? Choose y).

---

w) Computed, not measured: an isolated molecule of C3H6N2O2, with ωB97M-V with the def2-TZVPD basis set.

## Properties
* E_LUMO: 0.16 eV
* SMILES: [H]/N=C(\N)CC(=O)O
* HOMO level: -9.91 eV

Structure (ORCA input):
```
! RIJCOSX wB97M-V def2-TZVPD def2/J DEFGRID3
* xyz 0 1
H 1.61 1.80 0.17
N 0.58 1.41 0.06
C 0.64 0.14 -0.08
N 1.86 -0.53 -0.04
C -0.51 -0.73 0.05
C -1.88 -0.01 -0.05
O -3.01 -0.54 0.01
O -1.79 1.28 -0.15
H 1.76 -1.72 -0.48
H 2.74 -0.09 -0.17
H -0.49 -0.84 1.13
H -0.65 -1.68 -0.44
H -0.85 1.50 -0.02
*
```

---

x) Computed, not measured: an isolated molecule of C3H6N2O2, with ωB97M-V with the def2-TZVPD basis set.

## Properties
* E_LUMO: 0.82 eV
* SMILES: O/N=C1\NCCO1
* HOMO level: -8.37 eV

Structure (ORCA input):
```
! RIJCOSX wB97M-V def2-TZVPD def2/J DEFGRID3
* xyz 0 1
O -2.74 0.14 -0.14
N -1.85 -0.93 0.00
C -0.64 -0.49 -0.10
N -0.26 0.80 -0.35
C 1.05 0.81 0.20
C 1.54 -0.68 -0.18
O 0.32 -1.44 0.00
H -3.57 -0.32 0.52
H -0.89 1.51 0.03
H 1.24 1.07 1.31
H 1.70 1.40 -0.44
H 1.87 -0.64 -1.28
H 2.25 -1.21 0.43
*
```

---

What should be chosen as the most stable of them? Choose w).

---

w) Computed, not measured: an isolated molecule of C3H6N2O2, with ωB97M-V with the def2-TZVPD basis set.

## Properties
* E_LUMO: 0.96 eV
* SMILES: C=NONC(C)=O
* HOMO level: -9.64 eV

Structure (ORCA input):
```
! RIJCOSX wB97M-V def2-TZVPD def2/J DEFGRID3
* xyz 0 1
C 2.89 -0.05 -1.23
N 1.69 0.28 -0.88
O 0.96 -0.85 -0.33
N -0.35 -0.46 -0.23
C -0.81 -0.09 1.03
C -2.27 0.38 0.90
O -0.17 -0.20 2.02
H 3.30 0.72 -1.89
H 3.36 -1.06 -1.22
H -0.64 -0.03 -1.06
H -2.82 -0.47 0.97
H -2.47 1.08 0.10
H -2.67 0.75 1.82
*
```

---

x) Computed, not measured: an isolated molecule of C3H6N2O2, with ωB97M-V with the def2-TZVPD basis set.

## Properties
* E_LUMO: 0.82 eV
* SMILES: [H]/N=C/OCC(N)=O
* HOMO level: -9.76 eV

Structure (ORCA input):
```
! RIJCOSX wB97M-V def2-TZVPD def2/J DEFGRID3
* xyz 0 1
H -0.01 -2.55 1.12
N -0.20 -1.63 0.74
C 0.14 -0.73 1.55
O 0.00 0.58 1.34
C -0.69 1.00 0.15
C 0.25 1.06 -1.06
N 0.44 -0.13 -1.68
O 0.74 2.11 -1.42
H 0.61 -0.89 2.53
H -1.55 0.33 -0.03
H -1.02 2.01 0.36
H 1.14 -0.17 -2.41
H 0.16 -0.98 -1.21
*
```

---

y) Computed, not measured: an isolated molecule of C3H6N2O2, with ωB97M-V with the def2-TZVPD basis set.

## Properties
* E_LUMO: -0.44 eV
* SMILES: C/N=[N+](\[O-])C(C)=O
* HOMO level: -9.78 eV

Structure (ORCA input):
```
! RIJCOSX wB97M-V def2-TZVPD def2/J DEFGRID3
* xyz 0 1
C -1.91 0.17 -1.25
N -0.53 -0.08 -1.39
N -0.01 0.01 -0.17
O -0.66 -0.03 0.89
C 1.50 0.10 -0.34
C 2.11 0.40 0.95
O 1.96 0.04 -1.42
H -2.31 -0.72 -0.79
H -2.39 0.43 -2.20
H -2.13 1.05 -0.57
H 3.08 -0.04 1.20
H 2.31 1.42 0.72
H 1.37 0.32 1.75
*
```

---

z) Computed, not measured: an isolated molecule of C3H6N2O2, with ωB97M-V with the def2-TZVPD basis set.

## Properties
* E_LUMO: 0.20 eV
* HOMO level: -7.47 eV

Structure (ORCA input):
```
! RIJCOSX wB97M-V def2-TZVPD def2/J DEFGRID3
* xyz 0 1
N -1.93 -0.28 -0.52
C -0.80 0.18 0.02
O -0.75 1.49 0.21
C 0.00 -0.81 0.86
O 1.34 -0.49 0.85
C 1.56 0.27 -0.34
N 2.79 0.45 -0.60
H -2.61 0.34 -0.95
H -2.17 -1.27 -0.50
H -0.21 -1.81 0.45
H -0.37 -0.78 1.90
H 0.24 1.62 0.01
H 2.91 1.09 -1.38
*
```

---

What should be chosen as the most stable of them? Choose x).

---

w) Computed, not measured: a structure of composition C3H6N2O2, with ωB97M-V with the def2-TZVPD basis set.

## Properties
* E_LUMO: 0.34 eV
* HOMO level: -9.47 eV

Structure (ORCA input):
```
! RIJCOSX wB97M-V def2-TZVPD def2/J DEFGRID3
* xyz 0 1
C -2.12 0.65 -0.48
C -1.97 0.52 0.94
C 1.70 -0.46 -1.06
N 0.38 -0.15 -0.53
N -0.50 0.17 -1.35
O -3.02 0.89 -1.20
O -0.47 0.26 -2.57
H -0.95 0.64 1.21
H -2.30 -0.40 1.38
H -2.65 1.17 1.54
H 1.54 -0.95 -2.03
H 2.28 -0.97 -0.29
H 2.35 0.45 -1.26
*
```

---

x) Computed, not measured: an isolated molecule of C3H6N2O2, with ωB97M-V with the def2-TZVPD basis set.

## Properties
* E_LUMO: 0.65 eV
* SMILES: CC(=O)NC(N)=O
* HOMO level: -10.32 eV

Structure (ORCA input):
```
! RIJCOSX wB97M-V def2-TZVPD def2/J DEFGRID3
* xyz 0 1
C 0.31 -1.71 -0.97
C 1.05 -0.46 -0.72
O 2.17 -0.26 -1.10
N 0.34 0.67 -0.20
C -0.63 0.58 0.78
N -0.95 1.77 1.39
O -1.18 -0.45 1.09
H -0.71 -1.48 -1.26
H 0.16 -2.31 -0.07
H 0.80 -2.36 -1.68
H 0.95 1.48 -0.22
H -0.53 2.61 1.05
H -1.79 1.92 1.90
*
```

---

What should be chosen as the most stable of them? Choose x).

---

w) Computed, not measured: a cluster of 2 separate species, C3H6N2O2 in total, with ωB97M-V with the def2-TZVPD basis set.

## Properties
* E_LUMO: -0.19 eV
* SMILES: [H]/N=N\C=O.C=CO
* HOMO level: -8.56 eV

Structure (ORCA input):
```
! RIJCOSX wB97M-V def2-TZVPD def2/J DEFGRID3
* xyz 0 1
H -2.65 -2.11 0.59
N -1.98 -2.30 -0.19
N -1.05 -1.53 -0.22
C -0.88 -0.30 0.53
O -1.75 0.40 1.01
H 0.10 -0.55 1.10
C 0.24 0.85 -0.94
C 1.43 0.66 -0.26
O 1.88 1.58 0.61
H -0.27 1.79 -0.81
H 0.11 0.35 -1.89
H 2.10 -0.15 -0.52
H 2.73 1.31 0.99
*
```

---

x) Computed, not measured: an isolated molecule of C3H6N2O2, with ωB97M-V with the def2-TZVPD basis set.

## Properties
* E_LUMO: 0.91 eV
* SMILES: C=C/C(=N\O)NO
* HOMO level: -8.39 eV

Structure (ORCA input):
```
! RIJCOSX wB97M-V def2-TZVPD def2/J DEFGRID3
* xyz 0 1
C 0.14 -1.78 0.60
C 0.77 -0.65 0.41
C 0.12 0.50 -0.21
N 0.59 1.39 -1.04
O 1.88 1.26 -1.25
N -1.29 0.63 -0.18
O -1.82 0.61 1.16
H 0.61 -2.71 0.86
H -0.94 -1.84 0.38
H 1.86 -0.65 0.63
H 2.22 1.91 -1.87
H -1.67 1.47 -0.56
H -2.45 -0.16 1.07
*
```

---

What should be chosen as the most stable of them? Choose x).